[1]
The following is a quantum chemistry calculation of CHF3OPr as an isolated structure, from the OMol25 dataset.

Each line ends with the Löwdin charge.
Cartesian coordinates (Å):
O: 0.849 1.696 -0.280  -0.5159
Pr: 2.025 3.539 -0.221  2.1908
H: 0.368 0.614 -0.006  0.1853
C: -0.630 -1.133 0.089  -0.3733
F: -1.626 -1.266 -0.779  0.1739
F: 0.177 -2.170 -0.100  0.1714
F: -1.163 -1.280 1.298  0.1679

The calculation puts the calculated total energy at -929.6942 hartree. Its net charge is +2. Its HOMO energy (spin up / spin down) is -17.68 / -20.68 eV. The value obtained for the LUMO energy (spin up / spin down) is -0.492 / -0.440 Eh. Its spin multiplicity is 4.

[2]
The following is a quantum chemistry calculation of a 2-piece molecular cluster, CHF4N2 overall, from the OMol25 dataset.

Each line ends with the Löwdin charge.
Cartesian coordinates (Å):
C: 0.761 0.047 0.300  0.1121
N: -0.238 -0.549 0.142  0.2077
N: 1.816 0.690 0.228  -0.0105
F: -2.808 -0.473 -0.264  -0.1531
F: -0.590 -1.758 0.326  0.1989
F: 2.175 1.634 1.054  0.2413
F: 2.475 0.562 -0.946  0.2070
H: -3.592 -0.153 -0.839  0.1966

The calculation puts the calculated total energy at -547.0185 hartree. Its net charge is +1. Its HOMO energy is -17.61 eV. The value obtained for the LUMO energy is -0.248 Eh. Its spin multiplicity is 1.

[3]
The following is a quantum chemistry calculation of CHF4NO3SSr as an isolated structure, from the OMol25 dataset.

Each line ends with the Löwdin charge.
Cartesian coordinates (Å):
N: -0.956 -1.188 -0.290  -0.2170
S: 0.390 -0.542 -0.808  0.6598
O: 0.384 0.961 -0.893  -0.5445
O: 0.978 -1.311 -1.890  -0.2736
C: 1.585 -0.828 0.638  -0.6905
F: 1.235 -1.892 1.346  0.1412
F: 2.788 -1.047 0.130  0.1378
F: 1.645 0.230 1.430  0.1352
F: -2.587 3.924 -0.449  -0.8370
Sr: -1.587 2.148 -0.499  1.7775
O: -1.758 -0.076 0.221  -0.3864
H: -2.116 -0.381 1.065  0.0974

The calculation puts the calculated total energy at -1147.5396 hartree. Its HOMO energy is -9.66 eV. The value obtained for the LUMO energy is -0.033 Eh. Its spin multiplicity is 1.

[4]
The following is a quantum chemistry calculation of CHF4NO3SY as an isolated structure, from the OMol25 dataset.

Each line ends with the Löwdin charge.
Cartesian coordinates (Å):
N: -0.686 -0.811 0.192  -0.0492
S: 0.009 0.453 -0.330  0.6419
O: 1.017 0.124 -1.387  -0.4402
O: -0.591 1.770 -0.318  -0.1984
C: -2.150 -0.663 0.103  -0.7016
F: -2.593 0.096 1.127  0.1267
F: -2.793 -0.192 -0.985  0.1423
F: -2.652 -1.893 0.279  0.1399
F: 5.065 0.057 -0.918  -0.4819
Y: 3.139 0.084 -0.501  2.0447
O: 1.239 0.343 0.923  -0.3358
H: 0.996 0.633 1.813  0.1117

The calculation puts the calculated total energy at -1154.9425 hartree. Its net charge is +1. Its HOMO energy is -14.54 eV. The value obtained for the LUMO energy is -0.256 Eh. Its spin multiplicity is 1.

[5]
The following is a quantum chemistry calculation of one molecule with the formula CHFI2, from the OMol25 dataset.

Each line ends with the Löwdin charge.
Cartesian coordinates (Å):
C: -0.045 -0.177 0.145  -1.3856
F: 0.547 -1.369 0.173  -0.1565
I: 1.412 1.342 0.513  0.7126
I: -0.886 0.241 -1.716  0.7495
H: -1.027 -0.037 0.885  0.0799

The calculation puts the calculated total energy at -733.9171 hartree. Its HOMO energy is -9.36 eV. The value obtained for the LUMO energy is -0.010 Eh. Its spin multiplicity is 1.

[6]
The following is a quantum chemistry calculation of a 2-piece molecular cluster, CHFN2O overall, from the OMol25 dataset.

Each line ends with the Löwdin charge.
Cartesian coordinates (Å):
C: 1.122 0.728 0.507  -0.0389
N: -0.616 0.407 -0.700  0.2034
N: -1.386 -0.299 -0.359  -0.2489
O: -2.192 -1.063 -0.012  0.1302
F: 1.927 0.625 -0.521  -0.0847
H: 1.145 -0.399 1.085  0.0390

The calculation puts the calculated total energy at -323.1066 hartree. Its HOMO energy is -9.16 eV. The value obtained for the LUMO energy is -0.010 Eh. Its spin multiplicity is 1.

[7]
The following is a quantum chemistry calculation of one molecule with the formula CHFN2O, from the OMol25 dataset.

Each line ends with the Löwdin charge.
Cartesian coordinates (Å):
C: 0.242 -0.453 0.005  -0.1696
N: 1.375 0.134 0.009  0.0881
N: 2.563 -0.137 0.376  -0.1386
O: 3.553 -0.135 -0.252  0.0338
F: 0.323 -1.757 -0.032  0.0777
H: -0.700 -0.077 0.217  0.1087

The calculation puts the calculated total energy at -323.1825 hartree. Its HOMO energy is -9.22 eV. The SMILES is O=N/N=C\F. The value obtained for the LUMO energy is 0.005 Eh. Its spin multiplicity is 1.

[8]
The following is a quantum chemistry calculation of one molecule with the formula CHFN2O, from the OMol25 dataset.

Each line ends with the Löwdin charge.
Cartesian coordinates (Å):
C: 0.997 0.571 -0.097  -0.1725
N: 0.193 -0.388 0.023  0.0365
N: -1.325 -0.749 0.068  -0.0632
O: 1.723 1.480 -0.116  0.2309
F: -1.941 0.433 -0.145  -0.1739
H: 0.353 -1.348 0.268  0.1422

The calculation puts the calculated total energy at -323.1080 hartree. Its HOMO energy is -7.85 eV. The value obtained for the LUMO energy is -0.022 Eh. Its spin multiplicity is 1.

[9]
The following is a quantum chemistry calculation of a 2-piece molecular cluster, CHFN4 overall, from the OMol25 dataset.

Each line ends with the Löwdin charge.
Cartesian coordinates (Å):
C: -1.410 -0.255 -0.358  -0.3157
N: -2.309 -0.844 0.071  0.1718
N: 2.243 -0.732 1.649  0.0152
N: -0.246 0.329 -0.600  0.0285
N: 1.844 0.266 1.695  -0.0002
F: 0.352 -0.097 -1.823  -0.0485
H: -0.474 1.333 -0.633  0.1489

The calculation puts the calculated total energy at -357.5217 hartree. Its HOMO energy is -11.19 eV. The SMILES is N#CNF.N#N. The value obtained for the LUMO energy is 0.006 Eh. Its spin multiplicity is 1.

[10]
The following is a quantum chemistry calculation of a 2-piece molecular cluster, CHFO2 overall, from the OMol25 dataset.

Each line ends with the Löwdin charge.
Cartesian coordinates (Å):
C: 0.953 0.001 0.279  -0.0269
O: 1.628 1.139 0.434  0.0114
O: 2.158 -0.027 -0.204  0.0251
F: -1.947 -0.656 -0.058  -0.1166
H: -2.792 -0.458 -0.451  0.1070

The calculation puts the calculated total energy at -288.8517 hartree. Its HOMO energy is -11.73 eV. The value obtained for the LUMO energy is 0.024 Eh. Its spin multiplicity is 1.

[11]
The following is a quantum chemistry calculation of CHFeLiO2 as an isolated structure, from the OMol25 dataset.

Each line ends with the Löwdin charge.
Cartesian coordinates (Å):
H: 1.395 -0.258 0.981  0.3630
O: 0.387 -0.795 0.873  0.1101
C: 0.471 -0.119 -0.266  0.0023
O: -0.603 0.552 -0.414  -0.0407
Li: -0.045 1.123 -2.116  0.9314
Fe: -1.605 -0.503 0.942  1.6338

The calculation puts the calculated total energy at -1458.8938 hartree. Its net charge is +3. Its HOMO energy (spin up / spin down) is -29.45 / -28.90 eV. The value obtained for the LUMO energy (spin up / spin down) is -0.632 / -0.744 Eh. Its spin multiplicity is 6.

[12]
The following is a quantum chemistry calculation of CHHgLiO2 as an isolated structure, from the OMol25 dataset.

Each line ends with the Löwdin charge.
Cartesian coordinates (Å):
H: -1.128 1.968 0.117  0.2399
O: -1.398 0.579 0.089  -0.4057
C: -0.223 1.090 -0.165  -0.4820
O: 0.732 0.400 0.246  -0.1411
Li: -3.095 0.354 -0.712  0.8073
Hg: -0.381 -1.564 0.102  0.9815

The calculation puts the calculated total energy at -349.7790 hartree. Its net charge is +1. Its HOMO energy (spin up / spin down) is -12.84 / -14.83 eV. The value obtained for the LUMO energy (spin up / spin down) is -0.182 / -0.239 Eh. Its spin multiplicity is 2.

[13]
The following is a quantum chemistry calculation of a 2-piece molecular cluster, CHI2NO overall, from the OMol25 dataset.

Each line ends with the Löwdin charge.
Cartesian coordinates (Å):
C: 0.903 -0.431 -0.398  -0.2214
N: -0.545 0.236 0.838  -1.1846
O: 0.703 -1.525 -0.700  0.0351
I: -0.607 2.237 0.342  0.5877
I: -2.109 -0.876 0.281  0.6949
H: 1.655 0.360 -0.364  0.0882

The calculation puts the calculated total energy at -763.9670 hartree. Its HOMO energy is -8.58 eV. The value obtained for the LUMO energy is -0.024 Eh. Its spin multiplicity is 1.

[14]
The following is a quantum chemistry calculation of one molecule with the formula CHI2NO, from the OMol25 dataset.

Each line ends with the Löwdin charge.
Cartesian coordinates (Å):
C: -0.328 -0.177 0.335  -0.6219
N: 0.305 0.806 -0.116  -0.5604
O: -0.478 -1.293 -0.331  -0.6103
I: 0.560 -1.555 -2.068  0.9198
I: 0.772 2.478 0.874  0.7429
H: -0.831 -0.259 1.306  0.1298

The calculation puts the calculated total energy at -764.0185 hartree. Its HOMO energy is -9.18 eV. The SMILES is I/N=C/OI. The value obtained for the LUMO energy is -0.049 Eh. Its spin multiplicity is 1.

[15]
The following is a quantum chemistry calculation of CHI3O as an isolated structure, from the OMol25 dataset.

Each line ends with the Löwdin charge.
Cartesian coordinates (Å):
C: 0.700 0.612 -0.874  -1.3889
O: 0.281 -0.474 -1.117  -0.2237
I: 2.001 1.172 0.725  0.7383
I: -1.864 -1.078 1.151  0.2781
I: -0.288 2.319 -1.785  0.6982
H: -0.830 -2.550 1.900  -0.1019

The calculation puts the calculated total energy at -1006.9739 hartree. Its HOMO energy is -9.81 eV. The value obtained for the LUMO energy is -0.042 Eh. Its spin multiplicity is 1.

[16]
The following is a quantum chemistry calculation of CHI3S as an isolated structure, from the OMol25 dataset.

Each line ends with the Löwdin charge.
Cartesian coordinates (Å):
C: 0.683 0.088 -0.372  -1.4240
S: -1.483 0.592 1.044  -0.2387
I: 1.019 1.968 -1.061  0.7525
I: 2.066 -0.758 1.008  0.6972
I: -2.660 -1.384 0.651  0.2566
H: 0.375 -0.506 -1.269  -0.0437

The calculation puts the calculated total energy at -1329.8798 hartree. Its HOMO energy (spin up / spin down) is -8.59 / -8.54 eV. The value obtained for the LUMO energy (spin up / spin down) is -0.068 / -0.072 Eh. Its spin multiplicity is 1.

[17]
The following is a quantum chemistry calculation of CHI3S as an isolated structure, from the OMol25 dataset.

Each line ends with the Löwdin charge.
Cartesian coordinates (Å):
C: -0.498 -1.264 -0.612  -1.1621
S: 0.598 1.827 1.593  -0.3039
I: -0.237 -3.188 0.451  0.5769
I: 1.184 -0.519 -1.583  0.6592
I: 0.341 4.097 1.346  0.2957
H: -1.388 -0.954 -1.194  -0.0658

The calculation puts the calculated total energy at -1329.8504 hartree. Its HOMO energy (spin up / spin down) is -9.03 / -8.49 eV. The value obtained for the LUMO energy (spin up / spin down) is -0.039 / -0.092 Eh. Its spin multiplicity is 1.

[18]
The following is a quantum chemistry calculation of CHI3S as an isolated structure, from the OMol25 dataset.

Each line ends with the Löwdin charge.
Cartesian coordinates (Å):
C: -0.574 0.691 -0.379  -1.3159
S: -4.511 -1.411 -1.344  -0.3710
I: -0.476 2.628 -1.171  0.6786
I: -1.334 -0.905 -1.420  0.7144
I: -4.599 -0.185 0.540  0.3035
H: -0.752 0.609 0.796  -0.0096

The calculation puts the calculated total energy at -1329.8476 hartree. Its HOMO energy (spin up / spin down) is -8.07 / -8.71 eV. The value obtained for the LUMO energy (spin up / spin down) is -0.016 / -0.098 Eh. Its spin multiplicity is 3.

[19]
The following is a quantum chemistry calculation of a 2-piece molecular cluster, CHIS2 overall, from the OMol25 dataset.

Each line ends with the Löwdin charge.
Cartesian coordinates (Å):
C: 1.674 -1.299 -0.187  -1.4662
S: 2.106 0.023 0.471  0.7240
S: 1.443 -2.678 -0.805  0.7387
I: -2.266 2.634 0.551  0.3656
H: -2.957 1.320 -0.030  -0.3620

The calculation puts the calculated total energy at -1132.7592 hartree. Its HOMO energy is -9.70 eV. The value obtained for the LUMO energy is -0.001 Eh. Its spin multiplicity is 1.

[20]
The following is a quantum chemistry calculation of CHKO4 as an isolated structure, from the OMol25 dataset.

Each line ends with the Löwdin charge.
Cartesian coordinates (Å):
O: 0.037 -1.230 0.029  -0.0365
H: 0.596 -2.009 -0.059  0.1073
O: 1.864 0.009 -0.775  0.0578
O: 1.983 -0.107 0.734  0.0711
O: -0.046 0.973 -0.034  -0.2452
C: 0.763 -0.046 0.080  -0.9437
K: -2.333 0.073 -0.054  0.9891

The calculation puts the calculated total energy at -939.5161 hartree. Its HOMO energy is -8.32 eV. The value obtained for the LUMO energy is -0.029 Eh. Its spin multiplicity is 1.

Maximum force (computed, hartree/bohr): 0.1137 0.0794 0.0402 0.0712 0.0682 0.0496 0.0936 0.0378 0.0505 0.0571 0.1358 0.0776 0.0830 0.0330 0.0669 0.0494 0.0425 0.0563 0.0232 0.0733